Below is a structure of composition C15H32GdO7, with properties calculated with ωB97M-V with the def2-TZVPD basis set.

Summary:
Frontier orbital gap (spin up / spin down) ... 6.266 / 5.680 eV
Expectation value of S² ... 16.102
LUMO level (spin up / spin down) ... -2.468 / -2.470 eV
HOMO level (spin up / spin down) ... -8.734 / -8.151 eV
Multiplicity ... 8
Total charge ... +1

Atoms and positions in Å:
Gd  0.066  0.576  -0.016
O  -1.399  -0.513  -1.168
O  -0.061  -1.657  0.271
O  -1.529  1.964  0.303
O  1.506  -0.867  -0.796
O  -0.527  -0.255  1.923
O  0.905  1.916  -1.608
O  1.560  1.681  1.142
C  -2.485  0.358  -1.401
C  -1.880  0.163  2.000
C  0.554  -3.750  -0.501
C  2.451  -0.010  -1.431
C  0.188  -2.878  0.711
C  -2.195  1.795  -0.950
C  0.674  -1.612  -1.705
C  0.994  1.641  2.462
C  0.432  0.266  2.826
C  1.854  1.093  -2.314
C  1.622  2.959  -0.920
C  -0.590  -0.899  -2.251
C  1.332  2.973  0.568
C  -2.225  1.566  1.475
C  -1.098  -3.418  1.358
H  3.044  0.443  -0.631
H  2.050  0.230  0.499
H  -1.151  -1.609  -2.868
H  1.362  0.666  -3.188
H  -1.381  -2.828  2.240
H  -1.553  2.265  -1.701
H  -0.384  -0.033  -2.872
H  2.656  1.707  -2.745
H  -3.124  2.377  -0.941
H  -3.309  1.666  1.340
H  3.142  -0.622  -2.022
H  -2.242  0.050  3.028
H  0.021  0.275  3.842
H  1.321  3.913  -1.365
H  0.205  2.388  2.584
H  -2.442  -0.562  1.403
H  0.301  3.300  0.719
H  -1.950  -3.417  0.666
H  1.263  -0.447  2.819
H  -1.953  2.291  2.249
H  0.986  -3.041  1.449
H  1.479  -3.405  -0.980
H  -3.320  -0.025  -0.806
H  1.281  -1.991  -2.536
H  0.337  -2.483  -1.131
H  1.984  3.699  1.066
H  0.718  -4.788  -0.188
H  1.791  1.903  3.167
H  -0.235  -3.762  -1.265
H  2.707  2.868  -1.051
H  -2.803  0.334  -2.450
H  -0.951  -4.452  1.692

Below is a cluster of 4 separate species, C27H55IN2O4P in total, with properties calculated with ωB97M-V with the def2-TZVPD basis set.

Summary:
Frontier orbital gap ... 7.015 eV
LUMO level ... -4.937 eV
HOMO level ... -11.952 eV
Total charge ... +1
ΔE to the lowest compared entry with this formula, charge and spin ... 2.316 eV

Atoms and positions in Å:
I  -0.553  1.659  -0.966
P  0.185  -0.973  1.491
O  4.070  -1.979  -1.502
O  2.234  -3.206  -1.844
O  0.205  -2.509  0.792
O  0.511  -1.057  3.139
N  2.498  1.783  -0.799
N  -1.260  -0.408  1.373
C  5.957  5.273  -3.442
C  3.818  1.479  -0.434
C  -3.903  -5.517  0.236
C  -5.947  2.201  3.304
C  -5.175  -5.910  0.988
C  4.391  -2.492  1.323
C  -4.734  2.307  0.422
C  3.554  -3.424  0.368
C  4.622  4.605  -3.108
C  3.097  6.505  -3.866
C  -4.709  0.837  0.022
C  1.390  1.086  -0.273
C  3.444  5.025  -3.979
C  -6.202  3.672  3.611
C  -2.348  -3.857  2.394
C  3.332  -1.511  2.031
C  -3.956  2.594  1.707
C  6.703  3.623  -5.237
C  6.439  5.081  -4.880
C  -4.489  1.898  2.962
C  -2.400  -5.379  2.333
C  3.317  -2.814  -1.050
C  1.541  0.004  0.693
C  2.952  -0.353  1.066
C  -2.592  -5.919  0.916
C  4.093  0.417  0.495
C  -5.336  -7.417  1.149
H  -5.182  0.204  0.775
H  -6.274  -7.644  1.660
H  -1.537  -3.472  1.774
H  -4.369  0.816  2.856
H  2.865  6.773  -2.833
H  5.156  0.193  0.733
H  4.832  -3.144  2.125
H  -5.248  0.692  -0.917
H  3.890  -1.055  2.901
H  -3.285  -3.407  2.056
H  -3.912  -4.433  0.075
H  1.867  -2.410  -2.277
H  -7.248  3.827  3.883
H  5.889  6.345  -3.234
H  1.191  -0.383  3.334
H  5.720  5.507  -5.586
H  -4.294  2.897  -0.390
H  -2.911  2.294  1.564
H  -5.356  -7.912  0.175
H  -1.855  -1.088  0.879
H  -5.770  2.644  0.517
H  -5.988  4.308  2.749
H  5.794  3.020  -5.173
H  3.916  7.138  -4.211
H  -6.226  1.610  4.181
H  2.222  6.735  -4.478
H  -6.607  1.876  2.494
H  7.077  3.546  -6.260
H  4.036  -4.433  0.206
H  4.382  4.818  -2.058
H  2.486  -2.166  2.342
H  -5.203  -5.431  1.971
H  0.626  -2.413  -0.089
H  6.719  4.884  -2.758
H  -3.190  -5.746  2.994
H  3.625  4.777  -5.028
H  4.649  2.060  -0.912
H  5.221  -1.944  0.819
H  -3.927  -5.967  -0.762
H  2.543  -3.653  0.817
H  2.569  4.439  -3.673
H  -2.516  -7.011  0.943
H  7.453  3.189  -4.570
H  -3.681  0.493  -0.122
H  -3.937  3.676  1.871
H  -6.037  -5.526  0.435
H  7.367  5.645  -5.012
H  -2.175  -3.526  3.421
H  -5.583  4.007  4.447
H  4.731  3.514  -3.175
H  2.337  2.530  -1.482
H  -3.858  2.187  3.810
H  -4.526  -7.850  1.739
H  -1.760  -5.577  0.290
H  -1.460  -5.775  2.731

Below is a cluster of 7 separate species, C34H65Br12Cl2F4N3O3 in total, with properties calculated with ωB97M-V with the def2-TZVPD basis set.

Summary:
Frontier orbital gap ... 8.692 eV
LUMO level ... 0.340 eV
HOMO level ... -8.352 eV
SMILES ... CCCN(N)[C@@](CNC)(COC(F)(F)F)[C@](CC)(CCCOC)O[C@@](C)(/C(Cl)=C(/C)Cl)[C@@H](C)F.BrCCBr.BrCCBr.BrCCBr.BrCCBr.BrCCBr.BrCCBr

Atoms and positions in Å:
Br  -9.064  3.429  3.527
Br  4.874  4.928  -0.411
Br  -5.296  -4.736  4.095
Br  -3.327  -2.944  6.654
Br  5.857  0.894  -2.445
Br  9.801  8.017  0.377
Br  -8.531  -3.007  2.754
Br  7.385  1.925  -5.644
Br  9.985  5.245  -2.055
Br  -10.349  0.541  1.618
Br  -6.419  -0.417  4.326
Br  8.080  4.301  1.311
Cl  -2.094  -2.220  2.282
Cl  1.002  -5.613  2.593
F  1.808  3.519  -0.393
F  0.958  4.207  -2.520
F  -1.479  -5.843  -1.467
F  2.765  2.651  -2.474
O  0.497  1.970  -1.697
O  -0.284  -2.880  -0.425
O  1.725  -1.107  -4.933
N  0.104  0.715  1.060
N  -0.613  -0.118  0.252
N  -2.089  -1.494  -2.382
C  -2.578  1.117  1.563
C  5.883  6.073  0.803
C  1.876  -2.553  -4.724
C  -8.355  -0.480  4.098
C  -5.689  -4.424  5.980
C  0.800  -2.035  -0.808
C  6.620  2.611  -2.968
C  -2.978  -1.164  -3.568
C  3.065  -0.441  -4.991
C  -5.259  -3.039  6.405
C  -8.885  -1.880  4.307
C  -1.636  -4.979  -0.242
C  1.886  -1.984  0.467
C  1.040  -3.120  -3.385
C  -10.688  2.447  1.378
C  -0.128  -4.324  1.782
C  10.718  7.050  -2.162
C  -2.510  2.763  1.543
C  11.251  7.503  -0.822
C  0.044  -0.539  -1.025
C  -9.437  3.260  1.621
C  1.729  -2.469  -2.081
C  3.352  -1.367  0.144
C  -1.983  0.468  0.140
C  -0.916  -3.545  2.770
C  -0.952  -0.543  -2.361
C  -0.769  -3.827  4.413
C  1.517  3.029  -1.771
C  6.281  2.946  -4.402
C  -0.225  -4.148  0.119
C  7.370  5.954  0.557
C  1.147  0.632  -1.493
C  0.916  -5.241  -0.425
C  -2.956  -4.089  -0.455
H  4.204  -2.202  0.105
H  -8.450  -2.385  5.174
H  1.397  -1.503  1.444
H  2.170  -3.083  0.850
H  -9.974  -1.869  4.407
H  3.004  -2.801  -4.537
H  6.507  3.994  -4.616
H  2.456  -1.610  -2.480
H  -8.752  0.199  4.858
H  0.180  -3.304  4.862
H  -2.734  -0.436  -0.073
H  -2.095  0.624  2.517
H  7.695  2.554  -2.777
H  1.143  -4.298  -3.505
H  -8.544  2.831  1.157
H  2.910  0.730  -5.103
H  -5.201  -5.223  6.545
H  -3.364  -0.053  -3.500
H  -1.441  0.530  -2.563
H  -5.527  -2.261  5.686
H  11.836  6.737  -0.306
H  -3.736  0.834  1.614
H  -2.100  1.343  -0.653
H  11.525  6.985  -2.896
H  -3.563  3.241  1.820
H  3.655  -0.681  1.073
H  -2.879  -2.935  -0.332
H  7.911  6.755  1.069
H  1.007  -5.275  -1.589
H  -1.705  -3.316  4.938
H  5.238  2.743  -4.660
H  -2.355  -1.281  -4.562
H  -1.708  3.218  2.283
H  -3.779  -4.454  0.329
H  9.926  7.693  -2.554
H  -5.684  -2.786  7.381
H  3.482  -0.718  -0.803
H  -11.019  2.548  0.340
H  -1.857  -2.499  -2.455
H  3.699  -0.659  -4.006
H  -6.773  -4.534  6.066
H  1.592  0.378  -2.572
H  -9.570  4.285  1.265
H  -11.514  2.711  2.045
H  1.508  -3.149  -5.668
H  -0.310  -0.716  -3.354
H  -0.071  -2.865  -3.609
H  0.028  1.726  0.849
H  6.173  3.340  -2.285
H  -2.244  3.206  0.470
H  -1.851  -5.754  0.641
H  5.588  5.800  1.820
H  2.483  -3.295  -1.657
H  -8.573  -0.076  3.106
H  11.859  8.405  -0.935
H  -3.420  -4.285  -1.534
H  7.637  5.962  -0.503
H  0.622  -6.355  -0.106
H  -3.916  -1.874  -3.615
H  1.986  0.843  -0.721
H  -0.846  -4.979  4.665
H  5.538  7.088  0.588
H  3.681  -0.838  -5.917
H  0.081  0.486  2.072
H  1.986  -5.062  0.001

Below is a structure of composition C4H4F2N2, with properties calculated with ωB97M-V with the def2-TZVPD basis set.

Summary:
Frontier orbital gap ... 9.349 eV
LUMO level ... 0.592 eV
HOMO level ... -8.757 eV
ΔE to the lowest compared entry with this formula, charge and spin ... 3.552 eV

Atoms and positions in Å:
F  1.309  -1.417  2.463
F  0.561  0.597  2.823
N  -1.023  0.352  -0.135
N  0.768  -0.450  -1.173
C  0.218  -0.119  -0.063
C  -1.383  0.266  -1.465
C  -0.224  -0.276  -2.055
C  1.289  -0.133  1.999
H  -1.366  0.735  0.704
H  0.108  -0.208  -3.094
H  2.165  0.214  1.595
H  -2.422  0.438  -1.598

Number 1: molar mass 481.7 g/mol. Number 2: molar mass 629.6 g/mol. Number 3: molar mass 1669.7 g/mol. Number 4: molar mass 118.1 g/mol.